# 1
75
Properties=species:S:1:pos:R:3:forces:R:3:lowdin_charge:R:1 method="wB97M-V/def2-TZVPD" mol_weight_g_mol=816.852 orbital_gap_ev=5.948 charge=+2 lumo_ev=-6.8 e_tot_ev=-137043.989 e_homo_ev=-12.707 relative_energy_kj_mol=0.0
Zr 0.099 0.073 0.552 -0.70 2.68 -0.64 1.874
Br 3.670 6.617 1.164 -0.90 -1.04 0.20 0.744
C 2.560 5.030 1.314 -0.33 -0.45 0.40 -0.622
C 2.619 4.187 2.463 0.11 -0.34 -1.30 -0.032
C 1.932 2.958 2.500 0.33 1.27 -0.12 0.016
C 1.039 2.591 1.504 -0.69 2.25 -1.01 -0.335
O 0.035 1.754 1.757 0.77 -2.18 -0.27 -0.241
C 0.984 3.423 0.291 1.22 -0.21 1.73 -0.125
C 0.175 3.053 -0.793 -1.38 -1.68 0.31 -0.013
N -0.475 1.891 -0.774 1.99 0.55 0.91 -0.051
C -1.572 1.650 -1.541 -1.87 0.20 -2.83 -0.255
C -1.792 2.206 -2.807 0.74 -0.20 0.75 0.005
C -3.005 1.942 -3.482 0.29 0.66 -0.18 -0.055
C -4.035 1.272 -2.886 -0.62 -0.66 0.06 -0.016
C -3.847 0.614 -1.628 -0.49 0.81 0.30 -0.119
C -4.882 -0.095 -0.911 1.09 -0.59 -0.08 0.050
C -4.590 -0.537 0.377 0.40 1.13 -1.23 -0.017
C -3.340 -0.210 0.935 0.63 -0.07 0.06 -0.094
N -2.319 0.321 0.257 -1.05 -0.25 0.95 -0.001
C -2.598 0.820 -0.971 0.16 0.04 -0.72 -0.172
C 1.700 4.655 0.295 0.10 -0.02 -0.58 -0.051
H 3.237 4.508 3.287 0.07 -0.17 0.16 0.113
H 1.990 2.318 3.350 0.03 -0.17 0.69 0.123
H 0.000 3.714 -1.627 -0.11 0.50 0.03 0.137
H -0.995 2.882 -3.218 -1.05 -0.86 0.10 0.129
H -3.140 2.358 -4.477 -0.08 0.05 0.22 0.121
H -5.023 1.268 -3.380 0.67 -0.31 0.31 0.136
H -5.822 -0.375 -1.415 0.50 0.41 0.35 0.139
H -5.281 -1.090 0.967 -0.55 -0.15 0.33 0.107
H -3.170 -0.356 2.002 0.13 -0.44 -0.26 0.122
H 1.515 5.320 -0.553 0.39 -0.18 0.13 0.122
O 3.971 -0.178 1.817 -0.46 0.16 -0.39 0.168
C 3.156 -0.035 0.954 0.81 0.12 -0.37 -0.487
O 1.872 -0.413 1.050 0.77 -0.25 0.62 -0.268
C 3.454 0.518 -0.441 0.60 -0.20 -0.06 -0.149
C 4.821 0.706 -0.835 -1.38 -0.30 0.43 0.049
C 5.063 1.043 -2.137 -0.04 0.02 0.22 0.017
C 3.994 1.170 -3.025 -1.21 0.28 -0.28 -0.119
C 4.212 1.545 -4.390 -0.84 0.49 -0.11 -0.002
C 3.139 1.730 -5.230 -0.29 -0.41 0.60 -0.049
C 1.833 1.440 -4.761 -0.43 -0.49 0.82 -0.047
C 1.590 1.005 -3.463 0.25 0.76 -1.03 -0.039
C 2.635 0.958 -2.522 1.56 0.19 -1.54 -0.209
N 2.402 0.662 -1.236 0.16 -0.73 1.11 0.128
H 5.574 0.513 -0.089 0.18 0.13 -0.01 0.127
H 6.045 1.215 -2.547 0.34 -0.07 0.24 0.131
H 5.189 1.822 -4.781 0.05 -0.38 0.43 0.128
H 3.266 2.052 -6.253 0.12 0.07 -0.01 0.115
H 0.957 1.532 -5.402 0.36 -0.01 -0.15 0.111
H 0.583 0.745 -3.175 -0.16 0.10 0.17 0.071
N -1.144 -3.646 2.507 -0.86 -1.28 -2.65 0.139
C -1.202 -3.556 3.906 0.40 0.70 1.54 -0.202
C -1.648 -4.666 4.676 0.27 1.68 0.06 0.012
C -1.687 -4.473 6.060 0.15 0.43 0.57 -0.051
C -1.301 -3.268 6.688 -0.48 -1.20 -0.96 -0.045
C -0.908 -2.211 5.900 0.94 0.08 -1.11 -0.090
C -0.775 -2.323 4.502 -1.90 -3.15 1.31 -0.460
S -0.284 -0.941 3.628 0.56 0.87 -0.36 1.053
N -0.565 -1.434 2.017 -0.94 -1.12 -1.00 -0.406
C -0.977 -2.636 1.630 1.00 1.38 2.61 -0.311
C -1.110 -2.877 0.203 -0.69 0.30 -2.38 -0.170
C -1.827 -3.962 -0.327 0.70 -0.13 -0.04 0.031
C -1.622 -4.324 -1.678 0.23 0.74 0.16 0.015
C -0.890 -3.445 -2.474 -0.18 -0.70 0.01 -0.011
C -0.496 -2.231 -1.946 0.68 0.95 0.53 -0.085
N -0.540 -1.921 -0.642 -0.68 -1.73 0.85 0.017
H -1.453 -4.530 2.053 0.49 0.91 0.94 0.162
H -2.004 -5.605 4.230 0.32 0.53 0.08 0.126
H -2.027 -5.251 6.726 -0.04 -0.31 -0.20 0.112
H -1.326 -3.189 7.767 -0.03 0.04 -0.11 0.121
H -0.539 -1.312 6.345 -0.08 0.56 0.38 0.106
H -2.481 -4.579 0.301 0.46 0.21 -0.19 0.131
H -1.997 -5.261 -2.099 -0.01 0.36 0.29 0.136
H -0.575 -3.690 -3.488 -0.43 0.07 0.16 0.132
H -0.040 -1.464 -2.576 -0.09 -0.27 0.04 0.117

# 2
76
Properties=species:S:1:pos:R:3:forces:R:3:lowdin_charge:R:1 method="wB97M-V/def2-TZVPD" mol_weight_g_mol=772.003 orbital_gap_ev=7.396 charge=+2 lumo_ev=-6.4 e_tot_ev=-120274.717 e_homo_ev=-13.798 relative_energy_kj_mol=13.1
Co -0.376 0.595 -0.424 0.29 0.03 -0.23 0.243
N 0.669 3.562 2.390 0.01 -0.02 0.03 0.174
C 0.529 2.916 1.248 -0.03 -0.06 -0.04 -0.120
N 0.099 1.681 1.155 -0.23 0.27 -0.17 0.052
C -0.211 0.981 2.322 0.06 -0.01 -0.02 -0.226
N -0.599 -0.251 2.239 0.04 0.02 -0.04 0.156
N -0.656 -0.635 0.930 0.07 -0.08 0.05 -0.079
C -0.953 -1.835 0.609 0.00 0.03 -0.03 -0.009
C -0.997 -2.082 -0.822 0.04 0.02 0.04 -0.257
C -1.234 -3.324 -1.370 -0.02 -0.02 -0.05 0.030
C -1.243 -3.451 -2.752 0.00 0.00 0.05 0.004
C -1.011 -2.326 -3.521 0.00 0.02 -0.01 -0.001
C -0.788 -1.109 -2.896 -0.09 0.06 -0.06 -0.084
N -0.788 -0.974 -1.572 0.14 0.02 0.08 0.031
C -0.084 1.648 3.602 -0.01 -0.02 -0.01 -0.077
C -0.405 1.019 4.809 0.00 0.01 0.02 0.013
C -0.283 1.713 5.992 0.00 -0.02 0.00 -0.030
C 0.159 3.039 5.990 0.01 0.02 0.00 -0.024
C 0.481 3.676 4.809 0.00 0.00 0.02 0.011
C 0.356 2.970 3.620 0.02 0.01 -0.04 -0.153
H 1.002 4.515 2.372 -0.01 0.02 0.00 0.180
H 0.795 3.447 0.346 -0.11 0.03 -0.04 0.143
H -1.180 -2.576 1.366 0.04 -0.02 -0.01 0.163
H -1.409 -4.171 -0.722 0.01 0.00 -0.01 0.138
H -1.430 -4.410 -3.216 0.01 0.00 0.00 0.131
H -1.007 -2.371 -4.601 -0.01 0.00 0.00 0.127
H -0.620 -0.219 -3.485 0.00 0.02 0.02 0.094
H -0.750 -0.005 4.793 0.00 0.00 -0.01 0.124
H -0.531 1.233 6.928 0.00 0.00 0.00 0.123
H 0.248 3.576 6.924 0.00 0.00 0.00 0.125
H 0.821 4.705 4.806 0.00 0.00 0.00 0.128
Cl -0.214 2.020 -2.297 0.05 0.08 0.27 0.928
C 1.443 1.991 -2.910 0.00 -0.06 0.04 -0.541
C 1.711 2.774 -4.016 0.03 0.01 -0.02 -0.071
C 3.013 2.802 -4.492 -0.02 0.01 0.00 -0.028
C 4.011 2.070 -3.859 0.01 -0.01 0.02 -0.032
C 3.710 1.297 -2.750 0.02 -0.03 -0.02 -0.067
C 2.402 1.230 -2.261 -0.06 0.03 -0.02 -0.372
P 1.988 0.215 -0.818 -0.36 -0.43 -0.11 1.127
C 2.296 -1.511 -1.281 0.14 0.11 0.08 -0.347
C 2.113 -2.487 -0.297 0.04 -0.01 0.02 -0.135
C 2.356 -3.821 -0.580 -0.01 -0.02 0.00 -0.056
C 2.765 -4.196 -1.854 0.00 0.00 0.01 -0.049
C 2.934 -3.234 -2.839 -0.01 0.01 0.01 -0.049
C 2.705 -1.894 -2.556 -0.05 -0.01 -0.05 -0.069
C 3.281 0.671 0.371 -0.07 0.05 0.10 -0.337
C 4.027 -0.270 1.077 -0.03 0.06 0.04 -0.060
C 5.000 0.149 1.976 0.00 -0.02 0.00 -0.045
C 5.235 1.500 2.177 0.00 0.01 0.01 -0.048
C 4.504 2.444 1.466 -0.01 -0.02 0.02 -0.058
C 3.533 2.031 0.570 0.00 0.03 -0.04 -0.115
H 0.930 3.356 -4.486 0.00 -0.01 0.00 0.122
H 3.249 3.409 -5.356 0.00 0.00 0.00 0.126
H 5.026 2.107 -4.229 0.00 0.00 0.00 0.124
H 4.492 0.736 -2.253 0.00 0.00 0.00 0.130
H 1.810 -2.201 0.705 -0.02 -0.02 -0.01 0.106
H 2.235 -4.568 0.193 0.00 0.01 -0.01 0.119
H 2.959 -5.237 -2.075 0.00 0.01 0.00 0.119
H 3.258 -3.524 -3.830 0.00 0.00 0.00 0.118
H 2.850 -1.155 -3.333 0.00 0.00 0.00 0.105
H 3.875 -1.328 0.922 0.03 0.00 -0.01 0.094
H 5.582 -0.588 2.511 0.00 0.00 0.00 0.119
H 6.000 1.819 2.872 0.00 0.00 0.00 0.119
H 4.707 3.499 1.596 0.01 0.00 -0.01 0.115
H 3.011 2.776 -0.021 0.01 -0.02 -0.01 0.099
F -3.292 -0.958 -0.324 -0.01 -0.08 0.02 0.084
C -3.393 0.380 -0.205 0.02 0.04 0.04 -0.194
C -2.272 1.199 -0.271 -0.07 0.02 -0.05 -0.047
C -2.581 2.554 -0.178 -0.05 -0.03 -0.03 -0.234
F -1.623 3.505 -0.301 0.23 -0.05 0.15 0.017
C -3.857 3.059 0.003 0.01 0.00 0.01 -0.143
F -4.048 4.370 0.081 -0.01 0.02 0.00 0.147
C -4.929 2.193 0.094 0.02 0.00 0.00 -0.130
F -6.154 2.650 0.268 -0.03 0.01 0.01 0.170
C -4.688 0.837 -0.017 0.02 0.02 -0.03 -0.139
F -5.693 -0.024 0.047 -0.03 -0.03 0.00 0.153